Entry 1:
An isolated ion of composition C19H23F2Si and charge +1 in a non-equilibrium geometry. Source: OMol25; level of theory: ωB97M-V/def2-TZVPD.

The multiplicity is 1. The value obtained for the frontier orbital gap is 0.22343 Ha. Its total charge is +1. The calculation puts the LUMO energy at -5.770 eV. Its maximum force is 6.66 eV/A.

Each line ends with the natural charge from an NBO analysis.
Positions of all 45 atoms, in Å:
C1 -1.08489 -4.64649 1.74047  -1.131
Si1 -1.18376 -3.01031 0.86806  1.687
C2 -2.20137 -2.97840 -0.70573  -1.139
C3 -1.79762 -1.62141 1.99256  -1.128
C4 0.70996 -2.69980 0.45095  -0.885
C5 1.00614 -1.44304 -0.29701  0.299
C6 1.46740 -0.23829 0.19693  -0.587
H1 -0.43971 -4.56236 2.62716  0.255
H2 -2.06582 -5.01242 2.06321  0.273
H3 -0.63388 -5.40411 1.08539  0.253
H4 -2.12491 -2.00290 -1.21757  0.251
H5 -1.86866 -3.77054 -1.39790  0.251
H6 -3.26214 -3.15826 -0.45703  0.269
H7 -1.65764 -0.62258 1.53691  0.241
H8 -2.87818 -1.77737 2.17848  0.270
H9 -1.25957 -1.66076 2.95819  0.250
H10 1.18738 -2.76863 1.46024  0.277
H11 0.98522 -3.64113 -0.05109  0.305
H12 0.76436 -1.56394 -1.33573  0.219
H13 2.76192 -0.08661 0.27391  0.369
H14 0.78362 0.15306 1.01990  0.296
F1 -3.43642 1.28964 0.45894  -0.320
C7 -2.51599 1.15228 -0.54446  0.417
C8 -2.99578 0.95325 -1.84377  -0.265
C9 -2.05707 0.61630 -2.81475  -0.184
C10 -0.70132 0.78436 -2.53939  -0.222
C11 -0.23026 1.16937 -1.24350  -0.047
C12 1.19872 1.24110 -0.92746  -0.160
C13 1.82043 2.46614 -0.38114  -0.062
C14 3.23652 2.63370 -0.60431  -0.218
C15 4.00122 3.51678 0.14325  -0.185
C16 3.40542 4.36196 1.09274  -0.263
C17 2.02247 4.27648 1.22400  0.416
F2 1.44139 5.00176 2.23314  -0.318
C18 1.20793 3.49356 0.38986  -0.270
C19 -1.17129 1.26507 -0.23597  -0.327
H15 -4.05292 0.91505 -2.02892  0.249
H16 -2.37702 0.30307 -3.81084  0.239
H17 0.03596 0.58053 -3.34898  0.225
H18 1.82288 0.90926 -1.79541  0.227
H19 3.76141 1.99328 -1.35619  0.217
H20 5.07516 3.55968 -0.00007  0.233
H21 3.99119 4.96405 1.77321  0.249
H22 0.13835 3.60032 0.39566  0.240
H23 -0.82884 1.46930 0.77404  0.233

***

Entry 2:
An isolated ion of composition C5H10NO3 and charge -1 in a non-equilibrium geometry. Source: OMol25; level of theory: ωB97M-V/def2-TZVPD.

The multiplicity is 1. The value obtained for the frontier orbital gap is 0.29740 Ha. Its total charge is -1. The calculation puts the LUMO energy at 3.987 eV. As for the SMILES: CC(C)/C(=[NH+]\[O-])[C@H]([O-])O. Its maximum force is 4.39 eV/A.

Each line ends with the natural charge from an NBO analysis.
Positions of all 19 atoms, in Å:
C1 -1.19743 -0.36060 -1.32056  -0.608
C2 -0.17631 -0.82041 -0.20711  -0.286
C3 -1.00621 -1.16284 1.02138  -0.620
C4 0.83602 0.17940 0.27488  0.283
N1 2.01995 -0.25626 0.55426  -0.120
O1 2.54879 -1.46435 0.27044  -0.685
C5 0.55671 1.63005 0.41559  0.360
O2 -0.55821 1.89052 0.99342  -0.850
O3 0.52464 1.94993 -1.17960  -0.854
H1 -1.58248 0.63686 -0.97669  0.209
H2 -0.76051 -0.12935 -2.29570  0.214
H3 -1.89411 -1.10487 -1.23548  0.189
H4 0.47023 -1.66599 -0.62210  0.246
H5 -1.46593 -0.29878 1.59876  0.255
H6 -0.15848 -1.65071 1.67104  0.215
H7 -1.83735 -1.81991 0.71150  0.184
H8 2.68861 0.52982 0.85750  0.341
H9 1.45142 2.09481 0.73887  0.075
H10 -0.45936 1.82267 -1.27039  0.451

***

Entry 3:
C40H61N3O3RuSiTe as an isolated structure in a non-equilibrium geometry. Source: OMol25; level of theory: ωB97M-V/def2-TZVPD.

The multiplicity is 5. The value obtained for the frontier orbital gap (alpha / beta) is 0.15089 / 0.15776 Ha. Its total charge is 0. The calculation puts the LUMO energy (alpha / beta) at -1.118 / -1.182 eV. Its maximum force is 8.64 eV/A.

Each line ends with the Mulliken spin population.
Positions of all 110 atoms, in Å:
Ru1 0.00000 0.00000 0.00000  2.844
C1 4.12915 0.34293 1.44824  0.008
C2 2.59781 0.06152 1.45003  -0.031
N1 2.12154 0.01418 0.04584  0.003
C3 2.63618 1.20244 -0.67813  -0.032
C4 4.17437 1.04676 -0.86241  0.049
N2 4.67721 0.03114 0.10101  0.001
C5 4.17824 -1.30659 -0.31615  0.086
C6 2.65058 -1.21135 -0.60157  -0.005
H1 4.62726 -0.23457 2.25786  0.000
H2 4.31337 1.42119 1.66131  -0.003
H3 2.06191 0.82501 2.05419  0.021
H4 2.39379 -0.92648 1.92204  -0.007
H5 2.41648 2.10686 -0.06645  0.003
H6 2.13867 1.34857 -1.66118  -0.011
H7 4.67715 2.03228 -0.74780  0.000
H8 4.39507 0.69065 -1.89508  0.000
H9 5.72374 0.03816 0.12364  0.000
H10 4.36107 -2.02474 0.51606  -0.002
H11 4.71191 -1.70441 -1.20735  -0.004
H12 2.13151 -2.13141 -0.25625  0.145
H13 2.47337 -1.13186 -1.69838  -0.023
C7 2.38661 -4.39196 0.02561  0.013
Si1 1.35562 -3.58233 -1.31232  0.015
C8 2.39730 -3.33504 -2.84898  0.015
C9 -0.09834 -4.69795 -1.72844  0.035
C10 0.71321 -1.96746 -0.72093  1.039
H14 2.75589 -5.36623 -0.30887  0.000
H15 1.79404 -4.54674 0.93249  0.001
H16 3.24920 -3.77072 0.28258  -0.005
H17 2.76643 -4.29490 -3.22293  0.003
H18 3.26043 -2.69756 -2.63580  0.001
H19 1.81171 -2.86329 -3.64402  -0.008
H20 0.25192 -5.67050 -2.08549  0.001
H21 -0.71879 -4.24960 -2.50993  -0.005
H22 -0.72460 -4.86236 -0.84608  -0.004
H23 0.18478 -1.93323 0.25380  -0.024
H24 0.19675 -1.30529 -1.44580  -0.422
C11 -3.78428 -2.31133 0.28617  -0.006
C12 -2.60195 -1.40706 0.50321  0.022
O1 -2.44909 -0.88332 1.59461  0.027
N3 -1.68750 -1.17232 -0.46994  0.189
Te1 -1.79195 -2.02142 -2.36280  0.100
C13 -1.75848 -3.23055 -4.16186  0.089
C14 -0.56652 -3.89573 -4.56337  -0.039
C15 0.72834 -3.83164 -3.79374  0.008
C16 -0.56485 -4.68256 -5.72516  0.009
C17 -1.72363 -4.84267 -6.48778  -0.007
C18 -1.72037 -5.69479 -7.72336  0.001
C19 -2.90022 -4.20886 -6.08830  0.010
C20 -2.93155 -3.40512 -4.93805  -0.003
C21 -4.22604 -2.75016 -4.56175  0.001
C22 -1.95652 -0.08632 -3.35322  0.010
C23 -0.88830 0.43636 -4.13373  -0.031
C24 0.44013 -0.24665 -4.28605  0.001
C25 -1.04119 1.65886 -4.80483  -0.003
C26 -2.22804 2.38651 -4.71342  0.001
C27 -2.38751 3.69215 -5.43645  -0.001
C28 -3.27189 1.89684 -3.92919  0.004
C29 -3.15164 0.67723 -3.24226  -0.006
C30 -4.30587 0.23826 -2.38187  0.008
H25 -4.40203 -2.37127 1.20791  0.001
H26 -3.43287 -3.33198 0.03150  0.001
H27 -4.42515 -1.93507 -0.53416  -0.001
H28 0.66811 -3.24790 -2.85921  0.024
H29 1.51934 -3.38708 -4.43480  0.003
H30 1.03721 -4.85911 -3.50858  0.002
H31 0.34693 -5.18453 -6.02871  0.001
H32 -0.71788 -6.13285 -7.91600  0.000
H33 -2.00947 -5.08010 -8.60168  0.000
H34 -2.44852 -6.52490 -7.60521  0.000
H35 -3.79709 -4.34360 -6.68228  0.001
H36 -5.04893 -3.02258 -5.25644  0.000
H37 -4.09830 -1.65364 -4.61753  0.000
H38 -4.52584 -3.06374 -3.53946  0.000
H39 0.51832 -1.16459 -3.69515  -0.008
H40 1.24446 0.43240 -3.93089  0.004
H41 0.61960 -0.49232 -5.35375  0.000
H42 -0.22325 2.04648 -5.40193  0.000
H43 -1.47501 3.95618 -6.01277  0.000
H44 -2.58709 4.50382 -4.70559  0.000
H45 -3.24012 3.62443 -6.14527  0.000
H46 -4.18387 2.47795 -3.85148  0.000
H47 -5.15492 0.95305 -2.43079  0.000
H48 -3.97339 0.20089 -1.32785  -0.002
H49 -4.69081 -0.75067 -2.68371  -0.002
C31 2.84266 7.85865 1.69521  0.000
C32 2.17391 6.57136 1.32096  0.002
C33 1.74438 5.67272 2.30095  0.000
C34 1.08202 4.48136 1.95601  0.004
C35 0.64448 3.54809 3.05381  0.000
C36 0.85611 4.16782 0.59270  0.012
C37 1.30149 5.07414 -0.40099  0.001
C38 1.08133 4.79900 -1.86505  -0.001
C39 1.93813 6.26941 -0.02327  0.000
C40 0.13974 2.88516 0.20432  -0.041
O2 -0.86392 2.99501 -0.56835  0.000
O3 0.59501 1.79850 0.68285  0.094
H50 3.12975 7.86906 2.75178  0.000
H51 2.16485 8.69930 1.51623  0.000
H52 3.75433 8.00062 1.10565  0.000
H53 1.91738 5.89850 3.35013  0.000
H54 0.66014 4.04912 4.02799  0.001
H55 1.31767 2.68722 3.11049  0.001
H56 -0.38338 3.20739 2.89319  -0.001
H57 1.34476 3.76634 -2.11467  0.000
H58 1.71467 5.44193 -2.48641  0.000
H59 0.03910 4.99326 -2.13570  0.000
H60 2.25697 6.96904 -0.79239  0.000
H61 -1.49331 0.99637 0.34346  -0.173

***

Entry 4:
C37H51BCaClN2O2P2Se as an isolated structure in a non-equilibrium geometry. Source: OMol25; level of theory: ωB97M-V/def2-TZVPD.

The multiplicity is 1. The value obtained for the frontier orbital gap is 0.21913 Ha. Its total charge is -1. The calculation puts the LUMO energy at 1.516 eV. Its maximum force is 3.05 eV/A.

Each line ends with the Löwdin charge.
Positions of all 98 atoms, in Å:
Ca1 1.77033 -1.61124 0.23572  0.587
C1 -0.72694 2.02788 0.93512  -0.264
P1 -0.42820 0.61121 -0.15608  1.016
C2 -2.20338 0.19085 -0.51895  -0.415
N1 -3.05567 1.16629 -0.72712  0.133
C3 -4.28764 0.76336 -1.21830  -0.212
C4 -5.26871 1.77782 -1.39920  -0.018
C5 -6.47201 1.41275 -1.95226  -0.100
C6 -6.72007 0.07653 -2.33672  -0.091
C7 -5.76661 -0.90020 -2.13678  -0.016
C8 -4.53193 -0.57963 -1.50995  -0.188
N2 -3.62098 -1.62168 -1.22996  0.155
C9 -2.53298 -1.17781 -0.69441  -0.461
P2 -1.40368 -2.36301 0.11594  0.966
C10 -1.85509 -3.95022 -0.73251  -0.272
C11 -2.22887 -2.38095 1.90965  -0.665
C12 -3.77635 -2.08310 1.87176  -0.074
C13 -2.00566 -3.80306 2.45395  -0.112
C14 -1.49287 -1.41750 2.77092  -0.129
C15 -0.10239 1.40125 -1.90037  -0.655
C16 -0.63604 2.80743 -2.02209  -0.115
C17 1.42431 1.56657 -1.99836  -0.105
C18 -0.58498 0.54568 -3.10196  -0.095
H1 -1.71597 2.39549 0.69623  0.026
H2 -0.00315 2.81010 0.71668  0.009
H3 -0.70662 1.67966 1.99315  0.060
H4 -5.05701 2.82557 -1.05763  0.128
H5 -7.27347 2.12478 -2.15601  0.099
H6 -7.66654 -0.16494 -2.78289  0.092
H7 -6.00740 -1.91404 -2.38714  0.103
H8 -2.87645 -4.24405 -0.65458  0.019
H9 -1.17911 -4.71865 -0.30876  0.045
H10 -1.60750 -3.80794 -1.74833  -0.004
H11 -4.20337 -2.77895 1.15045  0.067
H12 -3.94174 -1.02285 1.69393  0.072
H13 -4.19546 -2.41608 2.82056  0.073
H14 -2.57032 -4.49660 1.92711  0.045
H15 -2.28134 -3.86095 3.51900  0.094
H16 -0.93989 -4.04454 2.32116  0.037
H17 -1.70339 -0.37039 2.53712  0.064
H18 -0.43042 -1.58721 2.69567  0.025
H19 -1.82569 -1.59258 3.78928  0.087
H20 -0.01505 3.48622 -1.40685  0.077
H21 -1.67228 2.86327 -1.70872  0.055
H22 -0.57114 3.20359 -3.03256  0.083
H23 1.83284 2.21838 -1.21068  0.069
H24 1.69754 1.99111 -2.97862  0.100
H25 1.85734 0.58948 -1.92902  0.039
H26 -1.65567 0.53219 -3.25127  0.065
H27 -0.16037 -0.51089 -3.03340  0.015
H28 -0.10655 0.90665 -4.00372  0.071
Cl1 1.14888 -2.50697 -2.13323  -0.221
C19 1.04516 7.23700 -0.28819  -0.051
C20 1.53155 6.66318 1.05422  -0.512
C21 2.52928 7.55557 1.82527  -0.052
C22 0.21109 6.45155 1.92777  -0.042
C23 2.20370 5.28819 0.88554  -0.159
C24 3.35286 5.23004 0.04865  -0.050
C25 4.02571 4.06459 -0.20824  0.001
C26 3.58332 2.92899 0.40705  -0.341
O1 3.97280 1.69498 0.19082  0.040
B1 2.90887 0.77796 0.75341  -0.281
O2 2.00624 1.73791 1.46017  -0.037
C27 2.48959 2.98968 1.23021  -0.268
C28 1.75454 4.10651 1.49739  0.028
H29 0.52195 8.18030 -0.11879  0.077
H30 0.36196 6.53208 -0.69764  0.068
H31 1.83195 7.49923 -1.00027  0.078
H32 2.19495 8.63375 1.84640  0.092
H33 3.46225 7.60463 1.26681  0.066
H34 2.77951 7.28442 2.82647  0.070
H35 -0.28937 7.39879 2.11547  0.080
H36 0.48777 6.04220 2.83077  0.043
H37 -0.41752 5.76132 1.37199  0.080
H38 3.63839 6.11995 -0.43678  0.086
H39 4.90351 4.00877 -0.90411  0.137
H40 0.91166 3.95547 2.08381  0.091
C29 3.13249 -7.37861 -2.13934  -0.060
C30 3.01743 -6.40400 -0.98393  -0.298
C31 3.61941 -5.18034 -0.97871  -0.051
C32 3.42635 -4.29069 0.06723  -0.319
C33 4.15888 -2.96938 -0.11273  -0.144
C34 2.57507 -4.60143 1.16018  -0.543
Se1 2.10872 -3.20950 2.45474  0.479
C35 1.96710 -5.84810 1.19133  -0.313
C36 1.06024 -6.29920 2.27254  -0.092
C37 2.27220 -6.72202 0.13301  -0.029
H41 2.83280 -6.78826 -3.00647  0.072
H42 2.38918 -8.20485 -1.99041  0.077
H43 4.12803 -7.84281 -2.36462  0.082
H44 4.37621 -5.00346 -1.73345  0.125
H45 5.20840 -3.14855 -0.14815  0.080
H46 3.97243 -2.34633 0.73258  -0.021
H47 3.91542 -2.49844 -1.06268  0.055
H48 1.42837 -6.09482 3.24379  0.049
H49 0.90431 -7.39077 2.15542  0.082
H50 0.06732 -5.87307 2.30747  0.048
H51 1.77364 -7.70055 0.09897  0.106